Here is a structure of composition C31H49BiClP2 at a distorted geometry from the Open Molecules 2025 dataset. Energies are from ωB97M-V/def2-TZVPD.

Positions of all 84 atoms, in Å:
Bi  -1.40  0.36  0.88
C  -2.10  3.07  0.94
C  -2.52  2.74  -0.38
C  -3.74  1.41  1.09
C  -2.85  2.25  1.87
C  -3.54  1.74  -0.30
C  -1.06  4.06  1.33
H  -0.39  4.32  0.51
H  -0.43  3.72  2.16
H  -1.54  5.00  1.67
C  -2.68  2.21  3.35
H  -1.72  2.61  3.68
H  -2.73  1.19  3.74
H  -3.48  2.77  3.87
C  -4.66  0.38  1.65
H  -5.58  0.83  2.04
H  -4.21  -0.17  2.48
H  -4.94  -0.38  0.91
C  -4.27  1.13  -1.44
H  -5.24  1.62  -1.59
H  -4.49  0.06  -1.28
H  -3.72  1.20  -2.38
C  -1.99  3.33  -1.64
H  -2.66  4.11  -2.01
H  -1.89  2.59  -2.44
H  -1.00  3.78  -1.51
C  5.70  -0.24  -1.33
C  5.58  0.97  -1.84
C  5.64  1.38  -3.29
C  5.38  0.25  -4.32
C  4.03  -0.40  -4.15
C  3.68  -1.40  -3.37
C  4.56  -2.21  -2.45
C  5.89  -1.55  -2.03
H  6.62  1.84  -3.53
H  6.21  -0.46  -4.33
H  4.90  2.17  -3.45
H  6.58  -1.51  -2.88
H  5.72  -0.36  -0.23
H  5.53  1.84  -1.17
H  6.35  -2.24  -1.30
H  3.98  -2.43  -1.54
H  2.65  -1.80  -3.43
H  4.79  -3.19  -2.89
H  5.37  0.74  -5.30
H  3.28  0.05  -4.83
P  1.08  0.85  0.28
P  -1.30  -1.33  -1.02
C  1.50  -0.74  -0.62
C  0.44  -1.86  -0.57
H  2.45  -1.10  -0.17
H  1.68  -0.45  -1.68
H  0.67  -2.66  -1.30
H  0.39  -2.33  0.43
C  -2.49  -2.61  -0.55
H  -3.50  -2.25  -0.81
H  -2.46  -2.83  0.53
H  -2.24  -3.53  -1.12
C  -1.37  -0.90  -2.77
H  -0.91  -1.74  -3.33
H  -0.82  0.04  -2.96
H  -2.43  -0.75  -3.06
C  1.85  0.82  1.94
H  1.47  1.70  2.51
H  2.95  0.91  1.80
H  1.60  -0.09  2.52
C  1.67  2.25  -0.69
H  1.05  2.36  -1.60
H  2.73  2.08  -0.96
H  1.56  3.18  -0.09
Cl  -0.44  -3.82  2.15
C  -1.76  -3.31  3.15
C  -2.46  -4.28  3.84
C  -3.48  -3.89  4.73
C  -3.78  -2.53  4.91
C  -3.05  -1.56  4.22
C  -1.98  -1.93  3.37
C  -1.09  -0.95  2.78
H  -2.18  -5.33  3.70
H  -4.02  -4.66  5.27
H  -4.56  -2.22  5.61
H  -3.25  -0.49  4.37
H  -0.90  -0.06  3.41
H  -0.23  -1.38  2.25

For the molecular weight, the calculation gives 728.1 g mol⁻¹. Its orbital gap is 0.24132 hartree. For the lowest unoccupied orbital energy, the calculation gives -2.6 eV. The calculation puts the HOMO energy at -0.33662 Ha. The calculation puts the relative energy (zero: lowest compared OMol25 entry of this formula, charge and spin) at 0.0 kcal per mole. As for the net charge: +1.

Mulliken population analysis, charges in e, atoms 1 to 4:
1. Bi -0.69
2. C 0.46
3. C 1.20
4. C 0.10

Here is a structure of composition C31H49Cl3F10N7NaO18PS2 at a distorted geometry from the Open Molecules 2025 dataset. Energies are from ωB97M-V/def2-TZVPD.

Positions of all 122 atoms, in Å:
C  5.25  0.89  1.06
C  5.78  0.08  0.31
N  6.10  -0.69  -0.87
C  5.27  -1.73  -1.17
N  4.22  -1.95  -0.26
C  3.58  -3.06  -0.86
N  4.24  -3.40  -2.06
C  3.70  -4.51  -2.89
C  2.17  -4.24  -3.21
C  1.85  -2.73  -3.57
C  0.28  -2.50  -3.25
O  -0.48  -2.68  -4.48
C  -0.43  -1.47  -5.25
N  5.32  -2.60  -2.27
P  6.48  -2.68  -3.63
N  5.66  -1.98  -5.02
O  7.82  -1.67  -3.38
H  4.62  1.62  1.65
H  6.90  -0.42  -1.43
H  2.64  -3.57  -0.47
H  3.82  -5.51  -2.34
H  4.28  -4.52  -3.88
H  1.57  -4.58  -2.31
H  1.85  -4.87  -4.09
H  2.07  -2.52  -4.66
H  2.40  -1.96  -2.94
H  -0.05  -3.21  -2.40
H  0.09  -1.43  -2.91
H  0.65  -1.13  -5.39
H  -0.88  -1.68  -6.27
H  -1.02  -0.63  -4.76
H  6.41  -1.53  -5.57
H  5.35  -2.78  -5.58
H  7.57  -0.81  -3.81
F  -0.75  -2.85  -1.06
Na  5.98  3.35  0.17
C  5.84  6.13  4.45
Cl  6.89  6.82  3.21
Cl  4.70  7.34  5.05
Cl  4.97  4.72  3.82
H  6.46  5.80  5.28
O  2.59  5.69  7.28
H  2.08  5.08  6.74
H  3.02  6.28  6.64
C  1.35  0.92  1.31
O  1.39  2.14  1.19
N  1.04  0.26  2.45
C  1.01  -1.19  2.51
C  0.73  1.03  3.65
H  1.56  0.24  0.47
H  0.01  -1.51  2.80
H  1.73  -1.53  3.26
H  1.26  -1.63  1.54
H  -0.13  1.67  3.45
H  1.59  1.65  3.90
H  0.51  0.36  4.48
C  -2.37  3.51  1.79
C  -3.02  4.86  1.55
O  -4.11  5.08  2.47
C  -3.76  5.44  3.71
O  -2.63  5.59  4.09
C  -5.01  5.68  4.57
F  -5.91  4.69  4.45
F  -5.64  6.82  4.22
F  -4.73  5.79  5.88
H  -3.12  2.72  1.73
H  -1.60  3.32  1.04
H  -1.92  3.46  2.78
H  -3.45  4.89  0.55
H  -2.29  5.68  1.62
C  0.76  -1.62  7.99
C  -0.07  -0.33  7.81
O  0.03  0.05  6.53
H  1.82  -1.46  7.77
H  0.70  -1.96  9.04
H  0.39  -2.44  7.36
H  0.30  0.37  8.59
H  -1.08  -0.58  8.20
C  3.05  0.09  -7.44
F  2.79  0.00  -6.12
F  4.22  0.75  -7.56
F  3.29  -1.17  -7.87
S  1.69  0.89  -8.37
O  1.60  2.22  -7.80
O  0.54  0.05  -8.14
N  2.36  0.79  -9.80
S  1.48  1.39  -10.97
O  1.32  2.82  -10.99
O  0.29  0.64  -11.33
C  2.66  1.04  -12.33
F  2.93  -0.28  -12.44
F  3.85  1.65  -12.14
F  2.20  1.45  -13.53
C  -1.70  -9.35  -0.07
C  -1.39  -9.96  -1.42
O  -1.75  -9.08  -2.48
C  -0.93  -8.04  -2.69
O  0.08  -7.81  -2.07
O  -1.43  -7.31  -3.69
C  -0.69  -6.11  -3.94
H  -2.75  -9.05  -0.01
H  -1.50  -10.07  0.74
H  -1.11  -8.46  0.11
H  -1.98  -10.87  -1.55
H  -0.33  -10.24  -1.50
H  0.37  -6.32  -4.10
H  -0.82  -5.41  -3.10
H  -1.10  -5.64  -4.84
C  -8.77  5.49  6.27
C  -8.90  6.49  7.14
C  -10.10  6.60  8.02
O  -10.18  7.52  8.82
C  -11.15  5.58  7.88
C  -11.02  4.58  7.01
C  -9.80  4.46  6.15
O  -9.71  3.52  5.37
O  -11.97  3.64  6.86
O  -7.96  7.45  7.27
H  -7.90  5.40  5.63
H  -12.02  5.68  8.51
H  -11.64  3.03  6.17
H  -8.29  8.05  7.96

For the molecular weight, the calculation gives 1222.2 g mol⁻¹. Its orbital gap is 0.02622 hartree. For the lowest unoccupied orbital energy, the calculation gives -2.3 eV. The calculation puts the HOMO energy at -0.11231 Ha. As for the net charge: -1.

Mulliken population analysis, charges in e, atoms 1 to 4:
1. C -0.66
2. C -0.15
3. N -0.03
4. C 0.51